Record 1
Formula: C2HClF2O2
Source: the Open Molecules 2025 dataset
Level of theory: ωB97M-V/def2-TZVPD

Positions of all 8 atoms, in Å:
O: -1.3863 -1.1814 -0.6818
C: -1.7512 -1.0200 0.4128
C: -2.3549 -0.7061 1.5347
F: -3.7442 -0.8101 1.6915
Cl: -1.6073 -0.2528 2.9951
O: 0.3796 0.9801 0.0826
F: 1.6918 1.2494 0.2392
H: -0.1952 1.6992 -0.1236

Results
* E: -24136.27092 eV
* gap between HOMO and LUMO: 8.74 eV
* relative energy (zero: lowest compared OMol25 entry of this formula, charge and spin): 615.9 kJ/mol
* SMILES string: O=C=C(F)Cl.OF

Atomic partial charges in e from the Mulliken method, atoms 1 to 4: -0.30 0.56 0.10 -0.22


Record 2
Formula: C53H109N3O31S5
Source: the Open Molecules 2025 dataset
Level of theory: ωB97M-V/def2-TZVPD

Positions of all 201 atoms, in Å:
C: 5.4736 0.5748 1.1630
C: 5.3278 -0.9103 0.8759
O: 5.3734 -1.7318 1.8115
N: 5.0208 -1.3667 -0.3939
C: 4.7375 -2.7519 -0.7005
H: 5.0840 0.6266 2.1796
H: 4.7943 1.2232 0.6096
H: 6.4953 0.9407 1.0613
H: 4.8557 -0.6971 -1.1317
H: 4.0654 -2.8379 -1.5543
H: 4.4803 -3.3838 0.1496
H: 5.5595 -3.2777 -1.1863
C: 2.3126 -5.3253 -5.3159
C: 2.4988 -4.2693 -4.3526
O: 3.6580 -3.9748 -3.9959
N: 1.4437 -3.6433 -3.9127
C: 1.5559 -2.4047 -3.1723
H: 2.0009 -6.3333 -5.0422
H: 3.2096 -5.5189 -5.9042
H: 1.5972 -4.9450 -6.0450
H: 0.5281 -4.0696 -3.9203
H: 2.1307 -1.7170 -3.7926
H: 1.7783 -2.4934 -2.1089
H: 0.5082 -2.1074 -3.1282
C: 2.0109 1.1998 -0.3536
C: 0.6002 0.8373 -0.8553
O: 0.2043 1.3467 -1.8865
N: -0.1674 0.0559 -0.1137
C: -1.3524 -0.5189 -0.6413
H: 2.6931 0.3615 -0.2124
H: 1.9450 1.8051 0.5505
H: 2.4645 1.9368 -1.0164
H: 0.0009 -0.0067 0.8802
H: -1.1392 -1.5736 -0.8153
H: -1.5640 -0.0989 -1.6246
H: -2.1683 -0.1979 0.0062
C: 4.1402 0.2940 7.7491
C: 5.1232 -0.4207 6.7716
O: 4.7629 0.0646 5.5313
C: 3.7672 -0.5283 4.7661
O: 3.1587 -1.5918 5.0177
O: 3.3849 0.3226 3.8093
C: 2.1023 0.0972 3.1839
H: 3.9903 1.3151 7.3984
H: 4.5131 0.3394 8.7723
H: 3.1190 -0.0872 7.7449
H: 5.0419 -1.5074 6.7483
H: 6.1115 -0.1020 7.1032
H: 2.1627 -0.6847 2.4268
H: 1.6485 0.9986 2.7722
H: 1.4182 -0.4098 3.8644
C: 1.9092 -0.4228 -7.8566
C: 0.7878 0.4769 -7.2068
O: -0.1015 -0.2167 -6.3084
C: -1.1325 -0.8998 -6.8621
O: -1.4198 -0.9016 -8.0717
O: -1.6797 -1.6257 -5.8374
C: -2.8216 -2.3473 -5.9130
H: 2.6117 0.1321 -8.4784
H: 1.3268 -1.1027 -8.4784
H: 2.5603 -0.8411 -7.0890
H: 0.2633 0.8330 -8.0935
H: 1.2898 1.2646 -6.6451
H: -3.7328 -1.7787 -6.0989
H: -2.8695 -3.0161 -5.0537
H: -2.6132 -3.0896 -6.6834
C: -6.6994 -0.1505 4.1138
C: -5.7833 -1.4627 3.8429
O: -6.6614 -2.6141 3.8889
C: -7.6144 -3.0023 3.0171
O: -7.7525 -2.6469 1.8159
O: -8.4239 -3.8893 3.6139
C: -9.6689 -4.3586 2.9840
H: -6.0925 0.6553 4.5266
H: -7.6834 -0.3168 4.5523
H: -6.9834 0.1409 3.1025
H: -5.0004 -1.5095 4.5998
H: -5.2608 -1.4260 2.8870
H: -10.4576 -4.6386 3.6822
H: -9.4333 -5.0813 2.2027
H: -10.1421 -3.5353 2.4489
C: 9.8765 4.1625 0.7166
C: 8.7062 4.7153 -0.1077
O: 7.5104 4.1436 0.2531
C: 6.2305 4.3407 -0.2981
O: 5.9181 4.9260 -1.3647
O: 5.3933 3.9520 0.6422
C: 4.0738 4.4716 0.6216
H: 9.7133 4.1529 1.7943
H: 10.8341 4.6028 0.4385
H: 10.1329 3.1542 0.3916
H: 8.9117 4.5128 -1.1588
H: 8.8016 5.7336 0.2691
H: 3.6828 4.0644 1.5541
H: 3.2834 4.1873 -0.0729
H: 4.0124 5.5281 0.8824
C: -5.4619 0.6938 -0.1319
C: -6.5238 -0.3341 -0.6130
O: -6.2999 -0.6100 -2.0781
C: -7.4205 -1.1951 -2.7275
O: -8.0640 -2.1568 -2.2389
O: -7.4749 -0.8305 -4.1129
C: -6.5437 0.1002 -4.7265
H: -5.6141 0.9222 0.9229
H: -5.5490 1.6688 -0.6113
H: -4.4478 0.2940 -0.1327
H: -7.5285 0.0590 -0.4577
H: -6.3303 -1.3082 -0.1636
H: -6.9449 0.4139 -5.6902
H: -5.5320 -0.2664 -4.8998
H: -6.4787 0.9831 -4.0906
C: 3.0758 4.2184 -4.3727
C: 3.2233 3.0175 -3.5640
O: 3.8062 1.9904 -4.3063
C: 4.4273 0.8895 -3.6629
O: 4.3032 0.5690 -2.4622
O: 4.9637 0.1325 -4.6210
C: 5.7285 -1.0267 -4.2815
H: 2.4984 4.0716 -5.2854
H: 4.0537 4.6338 -4.6159
H: 2.5575 5.0455 -3.8875
H: 2.2935 2.6754 -3.1096
H: 3.8302 3.4656 -2.7773
H: 6.0312 -0.9971 -3.2348
H: 6.6066 -1.2378 -4.8918
H: 5.1310 -1.9324 -4.3852
C: -2.2588 4.4670 3.1838
C: -2.8219 4.1104 4.6234
C: -3.5392 2.7605 4.6266
S: -4.0369 2.4613 2.8195
O: -5.2205 3.2183 2.3686
O: -3.8943 1.0609 2.4736
C: -2.4605 3.2464 2.3046
H: -1.2116 4.6925 2.9824
H: -2.8909 5.2941 2.8604
H: -3.5053 4.8444 5.0504
H: -1.9689 3.9300 5.2776
H: -4.4190 2.8466 5.2644
H: -2.8228 1.9837 4.8937
H: -2.4066 3.1576 1.2196
H: -1.6781 2.5260 2.5435
C: -6.2026 -4.8843 -1.7510
C: -5.7067 -4.8420 -0.2430
C: -5.0182 -6.2072 0.1589
S: -4.0896 -6.6208 -1.3788
O: -3.9377 -8.0560 -1.4970
O: -2.9070 -5.7814 -1.3554
C: -5.3930 -5.9321 -2.5609
H: -6.3404 -3.9014 -2.2015
H: -7.2447 -5.2010 -1.7931
H: -6.5314 -4.6893 0.4532
H: -5.0474 -3.9759 -0.1858
H: -5.8140 -6.9323 0.3297
H: -4.3227 -6.5494 0.9252
H: -5.8492 -6.7954 -3.0454
H: -4.9752 -5.4802 -3.4605
C: 0.8769 -6.6050 2.3347
C: 1.1844 -6.1571 3.8278
C: 1.1502 -4.6810 3.8545
S: -0.1044 -4.0958 2.5384
O: 0.5874 -3.1919 1.6306
O: -1.3998 -3.7184 3.0749
C: -0.2294 -5.7762 1.7703
H: 0.5015 -7.6280 2.3606
H: 1.6804 -6.4857 1.6078
H: 2.0381 -6.6913 4.2446
H: 0.4602 -6.6041 4.5089
H: 2.1227 -4.4605 3.4142
H: 0.9889 -4.1332 4.7829
H: -0.3576 -5.8979 0.6947
H: -1.2194 -6.0798 2.1106
C: -2.7879 3.1079 -4.6483
C: -2.6680 4.6501 -4.7952
C: -2.9101 5.3088 -3.3865
S: -2.6855 4.0420 -2.0874
O: -4.0264 3.7836 -1.4523
O: -1.6785 4.4084 -1.0675
C: -2.2173 2.6967 -3.2837
H: -2.3143 2.6735 -5.5287
H: -3.7838 2.7313 -4.8815
H: -3.4117 4.8261 -5.5724
H: -1.6653 4.9147 -5.1310
H: -3.9498 5.6327 -3.3375
H: -2.5023 6.2850 -3.1242
H: -2.3795 1.8231 -2.6523
H: -1.1479 2.8850 -3.3778
C: 3.3328 5.6824 5.1587
C: 3.1783 4.1324 4.8896
C: 4.5694 3.5934 5.4228
S: 4.9950 4.4700 6.9079
O: 6.3486 4.9390 6.5485
O: 4.7494 3.6930 8.0973
C: 3.7000 5.8128 6.6551
H: 2.4485 6.2287 4.8304
H: 4.1888 5.9899 4.5580
H: 2.9401 4.0546 3.8288
H: 2.3822 3.8848 5.5917
H: 5.2922 4.0328 4.7354
H: 4.7849 2.5301 5.5275
H: 4.0584 6.8074 6.9204
H: 2.8147 5.7560 7.2884

Results
* E: -178838.30238 eV
* gap between HOMO and LUMO: 8.68 eV

Atomic partial charges in e from the Mulliken method, atoms 1 to 4: 0.32 0.38 -0.70 0.37


Record 3
Formula: C32H34MnN8O
Source: the Open Molecules 2025 dataset
Level of theory: ωB97M-V/def2-TZVPD

Positions of all 76 atoms, in Å:
Mn: -0.6330 -0.6783 0.2825
C: -0.5337 -3.8660 -0.7106
C: -1.1715 -2.8461 0.1984
C: -2.3257 -2.1523 -0.2310
C: -3.0078 -2.5604 -1.5091
C: -2.8349 -1.0781 0.5423
C: -3.9906 -0.2676 0.0123
C: -2.3011 -0.8178 1.8327
C: -2.9471 0.1953 2.7359
C: -1.2207 -1.6063 2.3161
C: -0.6950 -1.4230 3.7104
C: -0.6475 -2.6061 1.4991
C: 0.4675 -3.4510 2.0533
H: -0.9208 -4.8656 -0.4974
H: 0.5454 -3.9062 -0.5832
H: -0.7358 -3.6541 -1.7573
H: -2.6250 -2.0250 -2.3824
H: -4.0785 -2.3851 -1.4490
H: -2.8680 -3.6220 -1.6944
H: -4.9335 -0.6489 0.4127
H: -4.0602 -0.3215 -1.0708
H: -3.9264 0.7802 0.2959
H: -3.5897 0.8934 2.2112
H: -2.2278 0.7627 3.3218
H: -3.5798 -0.3371 3.4520
H: -1.1579 -2.1716 4.3608
H: -0.9246 -0.4511 4.1329
H: 0.3792 -1.5796 3.7691
H: 1.3420 -2.8592 2.3278
H: 0.7844 -4.2330 1.3743
H: 0.1232 -3.9377 2.9679
C: -1.1104 1.1011 -5.0020
N: -0.6289 0.5723 -3.7293
C: -1.2262 0.4838 -2.5391
N: -0.4144 -0.1372 -1.6905
C: 0.6943 -0.4168 -2.4487
N: 0.5942 0.0002 -3.6805
C: -0.6919 2.5308 -5.2772
C: -1.1586 3.1559 -6.4691
C: -0.7827 4.4442 -6.8510
C: 0.0646 5.1677 -6.0477
C: 0.5239 4.5682 -4.8289
C: 0.1465 3.2298 -4.4716
C: 1.2965 5.2974 -3.9711
N: 1.7802 6.6129 -4.1420
N: 2.4330 6.9274 -3.1167
C: 2.3994 5.8380 -2.2202
O: 1.6992 4.8291 -2.7760
C: 2.9381 5.7571 -0.9691
C: 3.6855 6.8581 -0.4320
C: 4.1989 6.7379 0.8344
C: 3.9742 5.5671 1.5649
C: 3.2375 4.4638 1.0527
C: 3.0542 3.2182 1.8983
N: 1.8358 2.4876 1.5579
C: 1.6806 1.2678 1.0429
N: 0.3814 0.9878 0.9731
C: -0.2170 2.1091 1.4859
N: 0.6333 3.0334 1.8385
C: 2.7286 4.5629 -0.2017
H: -2.1945 0.9944 -5.0466
H: -0.6851 0.4531 -5.7704
H: -2.2195 0.8476 -2.3256
H: 1.5604 -0.9500 -2.0889
H: -1.8301 2.6045 -7.1210
H: -1.1585 4.8649 -7.7741
H: 0.3759 6.1718 -6.3091
H: 0.5458 2.7950 -3.5658
H: 3.8343 7.7532 -1.0236
H: 4.7688 7.5449 1.2753
H: 4.3785 5.5055 2.5709
H: 2.9991 3.4818 2.9541
H: 3.9007 2.5421 1.7674
H: 2.4997 0.6226 0.7640
H: -1.2834 2.2244 1.5974
H: 2.1509 3.7577 -0.6343

Results
* E: -78982.91891 eV
* gap between HOMO and LUMO (alpha / beta): 4.88 / 4.73 eV
* 2S+1: 2
* net charge: +4

Atomic partial charges in e from the Mulliken method, atoms 1 to 4: 0.29 -2.69 1.07 1.67


Record 4
Formula: C26H84N16O16
Source: the Open Molecules 2025 dataset
Level of theory: ωB97M-V/def2-TZVPD

Positions of all 142 atoms, in Å:
O: -3.8309 -1.8189 -1.4402
H: -4.0646 -1.0041 -0.9412
H: -4.5308 -2.4397 -1.2510
O: 0.7197 5.2349 3.3996
H: 1.2583 5.3153 2.5654
H: 1.2725 5.5556 4.1270
C: 2.2315 5.2232 -0.5111
O: 2.1046 5.2675 0.7893
N: 1.2218 5.5596 -1.3149
N: 3.4017 4.8017 -1.0989
H: 0.5527 6.2174 -0.8946
H: 1.1078 5.4779 -2.3315
H: 3.5483 4.7233 -2.0628
H: 4.1837 4.6056 -0.5521
C: 3.0001 -2.4268 -1.0011
O: 2.3589 -2.5005 -2.0282
N: 3.6545 -1.2121 -0.5663
N: 3.1672 -3.4167 -0.0538
H: 3.6608 -0.9466 0.4168
H: 3.2512 -0.4648 -1.0849
H: 2.4471 -4.1661 -0.0088
H: 3.5965 -3.1686 0.8029
C: -4.0951 -0.5980 2.4032
O: -5.0551 -0.9444 1.7275
N: -2.9222 -0.1979 1.7862
N: -4.2342 -0.4450 3.6953
H: -2.8035 -0.4184 0.8290
H: -2.2104 0.2379 2.2443
H: -4.9468 -0.9601 4.1613
H: -3.4259 -0.1477 4.2442
C: -1.7967 5.1791 0.3495
O: -2.9057 5.1302 -0.1837
N: -1.1760 6.3939 0.7710
N: -1.1182 4.0310 0.6226
H: -0.6850 6.1620 1.6334
H: -1.8789 7.1511 0.9126
H: -0.1269 4.0666 0.8972
H: -1.4051 3.1700 0.0637
C: 2.2904 2.9050 -4.6338
O: 2.3861 4.1248 -4.2582
N: 1.7566 2.6262 -5.8917
N: 2.7538 1.9220 -3.8279
H: 1.3635 3.5100 -6.1693
H: 1.1440 1.7868 -6.0613
H: 3.2111 2.0974 -2.9336
H: 2.4272 0.9696 -3.9994
C: -5.0552 1.6195 -0.9166
O: -4.0838 0.9013 -1.1940
N: -5.9170 1.3203 0.0871
N: -5.2269 2.7412 -1.6507
H: -6.8681 1.5837 0.0572
H: -5.6178 0.5802 0.7595
H: -5.6238 3.5477 -1.1614
H: -4.6566 2.8204 -2.5034
C: -1.0086 1.7612 4.1523
O: -2.0676 1.1484 4.2092
N: 0.1043 1.2390 4.7852
N: -0.8951 2.8539 3.3382
H: 0.9670 1.8023 4.9162
H: -0.1698 0.7845 5.6621
H: -0.1583 3.5602 3.5065
H: -1.7769 2.9631 2.8751
C: -1.2885 -4.5945 -2.1869
O: -2.4224 -5.0373 -2.1065
N: -0.1118 -5.2862 -2.5037
N: -1.0730 -3.3470 -1.7074
H: 0.6988 -4.6447 -2.6310
H: -0.2784 -5.9553 -3.2601
H: -0.1806 -2.9095 -1.7256
H: -1.9414 -2.9428 -1.3068
C: -1.2347 1.9861 -4.5260
C: -1.0705 0.5278 -4.8018
C: -2.2057 -0.1173 -5.6161
O: 0.1593 0.3327 -5.4891
H: -2.0481 2.0533 -3.7552
H: -1.5262 2.6449 -5.3762
H: -0.3105 2.2969 -4.0529
H: -0.9088 0.0113 -3.8617
H: -2.2035 0.4459 -6.5383
H: -3.1425 -0.0357 -5.0428
H: -1.9388 -1.1499 -5.7476
H: 0.7254 -0.3164 -5.1071
C: 3.1133 -0.1643 3.0782
C: 2.9234 1.2444 2.6112
C: 3.8455 2.2319 3.4144
O: 3.3834 1.2860 1.2080
H: 4.1352 -0.4220 2.9172
H: 2.5915 -0.9383 2.5651
H: 2.8471 -0.2091 4.1236
H: 1.8803 1.4677 2.7119
H: 4.3359 3.0119 2.8142
H: 4.7145 1.7234 3.8755
H: 3.2988 2.7778 4.2041
H: 3.1083 2.1515 0.8424
C: -1.0332 -1.7124 6.5062
C: -2.0634 -2.7453 6.8539
C: -2.6930 -3.5639 5.7108
O: -1.6566 -3.5518 7.9858
H: -0.8912 -1.1473 7.4423
H: -1.3439 -1.0248 5.7093
H: -0.1755 -2.2710 6.1753
H: -2.9471 -2.2315 7.2565
H: -3.5324 -4.0785 6.1786
H: -2.0087 -4.2264 5.1856
H: -3.1703 -2.8418 4.9664
H: -0.9707 -4.1964 7.7777
C: 0.9035 -5.5421 2.8284
C: 0.0888 -5.6128 1.5496
C: -0.9530 -4.5162 1.4222
O: 1.0350 -5.4430 0.5037
H: 1.6291 -4.7311 2.7025
H: 1.5298 -6.4117 2.9010
H: 0.1633 -5.5976 3.6581
H: -0.4203 -6.5542 1.6022
H: -0.3609 -3.6277 1.2362
H: -1.4449 -4.2990 2.3839
H: -1.7379 -4.6559 0.6978
H: 0.6943 -5.5931 -0.3572
C: 0.9570 1.4546 -1.2236
C: -0.3543 0.5936 -1.0401
C: -0.1207 -0.3905 0.0741
O: -1.3651 1.5505 -0.7650
H: 1.1606 1.9446 -0.2838
H: 0.9010 2.2481 -1.9384
H: 1.8342 0.8510 -1.4283
H: -0.6351 -0.0579 -1.8699
H: 0.8892 -0.8894 0.0391
H: -0.9697 -1.0335 0.1476
H: -0.0426 0.1928 1.0136
H: -2.2909 1.3571 -1.0634
C: 4.4821 -1.2935 -4.4211
C: 3.1190 -1.5725 -5.0911
C: 2.8349 -3.0222 -5.3741
O: 2.1780 -0.9160 -4.2540
H: 4.5490 -1.8477 -3.5480
H: 4.5944 -0.2393 -4.1317
H: 5.2484 -1.6219 -5.1184
H: 3.0748 -1.0631 -6.0380
H: 3.5356 -3.3274 -6.1609
H: 1.8648 -3.3227 -5.7512
H: 3.1068 -3.6824 -4.5450
H: 2.1271 -1.2563 -3.3922

Results
* E: -84934.74348 eV
* gap between HOMO and LUMO: 9.66 eV

Atomic partial charges in e from the Mulliken method, atoms 1 to 4: -0.56 0.26 0.25 -0.71


Record 5
Formula: C14H28Br8O6
Source: the Open Molecules 2025 dataset
Level of theory: ωB97M-V/def2-TZVPD

Positions of all 56 atoms, in Å:
C: -2.1897 0.0473 0.3067
O: -1.3487 0.7201 -0.6228
C: -0.1283 0.3163 -0.8308
O: 0.3594 -0.6523 -0.2958
O: 0.5207 1.1091 -1.6602
C: 1.7529 0.5454 -2.0861
H: -1.7311 0.1626 1.2522
H: -2.3926 -0.9633 -0.0588
H: -3.1827 0.5476 0.1906
H: 1.7339 -0.0287 -3.0291
H: 2.2645 -0.0029 -1.2975
H: 2.3267 1.4598 -2.2252
C: 0.4228 -1.3938 6.8754
O: -0.0706 -2.1484 5.7265
C: 0.6150 -1.9521 4.5890
O: 1.5956 -1.2577 4.5651
O: 0.1770 -2.6123 3.5854
C: 1.0842 -2.6158 2.4391
H: 0.4781 -0.3489 6.5504
H: 1.4441 -1.6321 7.0183
H: -0.2151 -1.6146 7.7152
H: 2.1001 -2.5594 2.8109
H: 0.8308 -1.9569 1.6389
H: 1.0389 -3.6513 2.1640
Br: -1.0966 5.2554 -2.4585
C: -2.2967 5.2694 -0.8208
C: -2.4002 3.8303 -0.3879
Br: -3.5637 3.7701 1.2512
H: -3.1680 5.7999 -1.2066
H: -1.8167 5.8753 -0.0641
H: -1.4074 3.4378 -0.0432
H: -2.8196 3.1755 -1.1506
Br: -2.3458 -2.4364 -6.4210
C: -2.6056 -0.5224 -5.9215
C: -2.0703 -0.2639 -4.5485
Br: -2.3996 1.6299 -4.1932
H: -3.6586 -0.3610 -6.0462
H: -2.1104 0.0342 -6.6930
H: -1.0107 -0.4689 -4.4358
H: -2.6074 -0.8936 -3.8306
Br: -0.4506 2.6718 2.7286
C: 0.7717 1.3184 2.4038
C: 2.1913 1.8955 2.1019
Br: 3.3773 0.4818 1.4720
H: 0.4366 0.7879 1.5196
H: 0.8856 0.6812 3.3369
H: 2.7301 2.2963 2.9638
H: 2.1906 2.6218 1.3195
Br: 0.2598 -3.0013 -3.2531
C: 1.5000 -3.4331 -1.8409
C: 2.8680 -2.9555 -2.1830
Br: 4.1333 -3.0385 -0.6443
H: 1.6088 -4.4747 -1.7541
H: 1.0980 -2.8972 -1.0048
H: 2.9867 -1.9541 -2.5899
H: 3.3040 -3.6498 -2.9274

Results
* E: -587596.85293 eV
* gap between HOMO and LUMO: 10.40 eV
* relative energy (zero: lowest compared OMol25 entry of this formula, charge and spin): 0.0 kJ/mol
* SMILES string: COC(=O)OC.COC(=O)OC.BrCCBr.BrCCBr.BrCCBr.BrCCBr

Atomic partial charges in e from the Mulliken method, atoms 1 to 4: -0.77 0.00 0.80 -0.62